(1)
Computed, not measured: a 2-piece molecular cluster, C2H9NOS overall, with the ωB97M-V functional and the def2-TZVPD basis.

Last column: Löwdin charge in e.
CARTESIAN COORDINATES (ANGSTROEM)
C1 0.4883 -2.4222 -0.8065  -0.565
S1 -0.8387 -2.2156 0.2516  0.662
H1 1.2557 -2.9519 -0.1833  0.047
H2 0.2323 -3.0432 -1.7203  0.056
H3 0.9279 -1.4795 -1.0235  0.002
H4 -1.6463 -1.3770 -0.3576  -0.157
N1 -0.6610 1.0429 1.0618  -0.034
C2 -0.3290 1.8931 -0.1051  -0.266
O1 1.0993 2.3501 0.0245  -0.135
H5 -0.0042 0.2368 1.1135  0.030
H6 -0.5918 1.5478 1.9785  0.082
H7 -0.1987 1.1892 -1.0503  0.142
H8 -0.9609 2.7547 -0.1519  0.090
H9 1.2271 2.4748 0.9683  0.047

energy above the lowest of the compared OMol25 structures with the same formula, charge and spin	100.9	kJ/mol
spin multiplicity	1
LUMO	0.88	eV
Kohn-Sham gap	9.8	eV
structure (SMILES)	NCO.CS

(2)
Computed, not measured: an isolated ion of composition C5H6N and charge +1, with the ωB97M-V functional and the def2-TZVPD basis.

Last column: Löwdin charge in e.
CARTESIAN COORDINATES (ANGSTROEM)
C1 1.2764 0.7292 0.0946  0.097
C2 0.8356 -0.1694 -0.9381  -0.049
C3 0.7277 -0.6650 1.0739  0.137
C4 -0.2660 -0.2057 0.0966  -0.177
C5 -1.6075 0.0188 -0.0962  0.003
N1 1.7543 -0.6539 0.0829  0.111
H1 1.5736 1.6660 0.3101  0.137
H2 0.8747 -0.1037 -1.9975  0.176
H3 0.8124 -0.9292 2.1451  0.182
H4 -2.1191 0.4622 0.6930  0.089
H5 -2.0035 -0.8993 -0.5170  0.134
H6 -1.8586 0.7499 -0.9473  0.159

energy above the lowest of the compared OMol25 structures with the same formula, charge and spin	515.4	kJ/mol
spin multiplicity	1
LUMO	-4.12	eV
net charge	+1
Kohn-Sham gap	12.3	eV

(3)
Computed, not measured: a 2-piece molecular cluster, C32H38N7O6P overall, with the ωB97M-V functional and the def2-TZVPD basis.

Last column: Löwdin charge in e.
CARTESIAN COORDINATES (ANGSTROEM)
C1 -3.6595 2.3033 0.3683  -0.054
C2 -3.0738 1.1421 -0.4310  -0.397
C3 -3.4080 1.2611 -1.9112  -0.065
C4 -3.5767 -0.2014 0.0738  -0.150
C5 -4.9393 -0.4911 -0.0045  -0.034
C6 -5.4362 -1.6681 0.5557  -0.060
C7 -4.5654 -2.5729 1.1530  -0.041
C8 -3.1965 -2.3280 1.2035  -0.124
C9 -2.3027 -3.3469 1.9209  -0.369
C10 -2.6641 -4.7949 1.5482  -0.065
C11 -2.3709 -3.1702 3.4329  -0.054
C12 -2.7071 -1.1240 0.6554  -0.149
N1 -1.3157 -0.7405 0.8267  -0.270
P1 -0.0347 -0.7449 -0.3811  1.008
H1 0.0510 0.7348 -0.9025  -0.072
N2 1.1141 -0.9213 0.9525  -0.257
C13 2.4077 -1.5848 0.9254  -0.147
C14 3.5078 -0.8805 0.4200  -0.146
C15 3.3621 0.4990 -0.2058  -0.382
C16 4.0291 0.4733 -1.5825  -0.062
C17 3.9746 1.5843 0.6811  -0.053
C18 4.7838 -1.4293 0.5335  -0.039
C19 4.9724 -2.6660 1.1405  -0.060
C20 3.8733 -3.3721 1.6243  -0.041
C21 2.5850 -2.8538 1.5204  -0.124
C22 1.4398 -3.6795 2.1236  -0.369
C23 1.3837 -3.5146 3.6374  -0.055
C24 1.5558 -5.1724 1.7699  -0.065
C25 0.5217 -0.6659 2.1721  -0.167
C26 -0.8257 -0.5577 2.1019  -0.165
H2 -3.4341 2.1934 1.4343  0.083
H3 -3.2351 3.2556 0.0295  0.076
H4 -4.7505 2.3334 0.2587  0.080
H5 -1.9856 1.1711 -0.3278  0.070
H6 -3.0279 0.3944 -2.4711  0.094
H7 -4.4986 1.2725 -2.0489  0.082
H8 -2.9747 2.1699 -2.3412  0.043
H9 -5.5996 0.2231 -0.4963  0.110
H10 -6.5072 -1.8799 0.5283  0.106
H11 -4.9464 -3.5000 1.5954  0.112
H12 -1.2776 -3.1558 1.5829  0.097
H13 -2.7474 -4.9141 0.4598  0.090
H14 -1.8912 -5.4907 1.9072  0.071
H15 -3.6231 -5.0879 2.0008  0.073
H16 -2.0794 -2.1575 3.7263  0.060
H17 -3.3992 -3.3330 3.7822  0.087
H18 -1.7154 -3.8801 3.9535  0.072
H19 2.2968 0.7154 -0.3362  0.078
H20 3.5355 -0.2731 -2.2169  0.092
H21 3.9705 1.4400 -2.0909  0.042
H22 5.0792 0.1608 -1.4816  0.075
H23 3.5659 1.5443 1.6980  0.082
H24 5.0619 1.4481 0.7519  0.083
H25 3.7626 2.5769 0.2651  0.077
H26 5.6323 -0.8665 0.1400  0.109
H27 5.9752 -3.0849 1.2353  0.106
H28 4.0106 -4.3488 2.0940  0.109
H29 0.5120 -3.2969 1.6820  0.096
H30 1.2594 -2.4646 3.9174  0.061
H31 0.5571 -4.0874 4.0762  0.071
H32 2.3216 -3.8685 4.0855  0.087
H33 1.7228 -5.3143 0.6941  0.090
H34 2.3913 -5.6399 2.3113  0.072
H35 0.6341 -5.7067 2.0427  0.070
H36 1.1121 -0.6303 3.0733  0.112
H37 -1.4978 -0.4104 2.9327  0.112
O1 0.8640 8.8387 -4.0271  0.100
N3 1.2875 7.7186 -3.8147  -0.149
C27 0.7620 6.5003 -3.4005  -0.044
C28 1.8306 5.5938 -3.3404  -0.133
N4 3.0248 6.2097 -3.6436  0.157
O2 2.6816 7.4980 -3.8840  0.050
C29 1.5497 4.1862 -3.2159  -0.051
N5 2.5905 3.2197 -3.3959  -0.299
O3 3.7868 3.5117 -3.1748  0.081
O4 2.2429 2.0632 -3.7468  0.060
C30 0.2041 3.7499 -3.0662  0.143
C31 -0.8392 4.6886 -3.2202  -0.079
N6 -2.1027 4.4838 -3.8020  -0.142
O5 -2.7322 3.4714 -4.0758  0.079
O6 -2.5516 5.7242 -4.2922  0.056
N7 -1.6620 6.7260 -3.9834  0.159
C32 -0.6061 6.0854 -3.3730  -0.112
H38 -0.0264 2.7059 -2.9134  0.124

energy above the lowest of the compared OMol25 structures with the same formula, charge and spin	0.0	kJ/mol
spin multiplicity	1
LUMO	-2.54	eV
Kohn-Sham gap	4.7	eV

(4)
Computed, not measured: a 2-piece molecular cluster, H4O2 overall, with the ωB97M-V functional and the def2-TZVPD basis.

Last column: Löwdin charge in e.
CARTESIAN COORDINATES (ANGSTROEM)
O1 0.0879 -0.7558 0.8123  -0.071
H1 1.0553 -0.7062 0.9856  0.072
H2 -0.1268 -1.7139 0.8770  0.072
O2 -0.6695 1.2360 -1.0333  -0.103
H3 -0.6133 0.4976 -0.3854  -0.010
H4 0.2665 1.4423 -1.2561  0.040

energy above the lowest of the compared OMol25 structures with the same formula, charge and spin	9.7	kJ/mol
spin multiplicity	1
LUMO	0.52	eV
Kohn-Sham gap	11.3	eV
structure (SMILES)	O.O

(5)
Computed, not measured: an isolated molecule of C12H18N, with the ωB97M-V functional and the def2-TZVPD basis.

Last column: Löwdin charge in e.
CARTESIAN COORDINATES (ANGSTROEM)
C1 -3.3766 -0.1440 -0.2901  -0.067
C2 -2.2725 0.8242 -0.2404  -0.255
C3 -0.8678 0.4256 -0.6008  -0.308
C4 -0.5739 -0.0012 0.8026  -0.133
C5 0.7132 0.1627 1.1599  -0.073
C6 1.6808 -0.5931 0.3196  -0.493
C7 1.2269 -0.7348 -1.2129  -0.105
C8 -0.3090 -0.7220 -1.4672  -0.141
C9 1.6590 -2.0001 0.9205  -0.038
C10 3.0539 0.0970 0.4075  -0.135
C11 2.9815 1.4660 -0.1217  -0.220
N1 2.9499 2.5694 -0.5222  0.148
C12 -2.3655 2.1778 0.3655  -0.083
H1 -4.0317 -0.0807 0.5996  0.088
H2 -4.0857 -0.0389 -1.1604  0.101
H3 -2.9823 -1.1678 -0.2947  0.074
H4 -0.2157 1.2798 -0.7704  0.140
H5 -1.1572 -0.9002 1.0518  0.127
H6 1.0220 0.8213 1.9637  0.123
H7 1.6750 0.0997 -1.8042  0.115
H8 1.6473 -1.6613 -1.6393  0.114
H9 -0.7821 -1.7044 -1.2269  0.116
H10 -0.5609 -0.4777 -2.5164  0.113
H11 2.3892 -2.6783 0.4627  0.089
H12 1.8530 -1.9466 1.9974  0.092
H13 0.6543 -2.4273 0.7973  0.090
H14 3.3399 0.1327 1.4710  0.130
H15 3.8212 -0.4907 -0.1291  0.134
H16 -1.3450 2.5761 0.5237  0.085
H17 -2.9270 2.9575 -0.2110  0.090
H18 -2.8142 2.1798 1.3650  0.080

⟨S²⟩	1.154
spin multiplicity	2
LUMO (alpha / beta)	0.79 / 0.07	eV
Kohn-Sham gap (alpha / beta)	7.7 / 7.4	eV

(6)
Computed, not measured: C50H42N6SZr as an isolated structure, with the ωB97M-V functional and the def2-TZVPD basis.

Last column: Löwdin charge in e.
CARTESIAN COORDINATES (ANGSTROEM)
Zr1 0.1454 -0.0262 0.0460  1.781
C1 -5.2126 2.6635 4.7307  -0.055
C2 -3.9051 3.0946 4.5727  -0.057
C3 -3.0901 2.4970 3.6300  -0.041
C4 -3.5656 1.4449 2.8497  -0.211
C5 -4.8717 1.0016 3.0333  -0.031
C6 -5.6912 1.6127 3.9649  -0.048
C7 -2.6824 0.8590 1.8207  -0.076
C8 -2.3564 -0.5059 1.8732  -0.237
C9 -2.9753 -1.4766 2.7270  0.044
C10 -2.4558 -2.6862 2.3915  0.047
C11 -1.4635 -2.4573 1.3800  -0.217
N1 -1.4130 -1.1207 1.0750  -0.046
C12 -0.5858 -3.4396 0.9021  -0.057
C13 0.4938 -3.1901 0.0455  -0.208
C14 1.4748 -4.1647 -0.3295  0.045
C15 2.3829 -3.5358 -1.1201  0.042
C16 1.9266 -2.1900 -1.3010  -0.286
C17 2.4706 -1.2278 -2.1696  -0.097
C18 3.8460 -1.3032 -2.6974  -0.187
C19 4.6197 -0.1441 -2.5543  -0.047
C20 5.9374 -0.1014 -2.9602  -0.054
C21 6.5177 -1.2154 -3.5431  -0.052
C22 5.7631 -2.3644 -3.7104  -0.048
C23 4.4424 -2.4117 -3.2956  -0.020
C24 1.7165 -0.1069 -2.5882  -0.248
N2 0.6251 0.4305 -1.9573  -0.060
C25 0.0990 1.3792 -2.8095  -0.198
C26 -0.9624 2.2475 -2.5032  -0.049
C27 -1.5179 3.1258 -3.5482  -0.199
C28 -2.8893 3.0301 -3.8021  -0.031
C29 -3.4730 3.7576 -4.8201  -0.050
C30 -2.6971 4.5954 -5.6063  -0.053
C31 -1.3433 4.7254 -5.3409  -0.055
C32 -0.7535 4.0028 -4.3183  -0.041
C33 -1.6037 2.2679 -1.2499  -0.239
C34 -2.4907 3.2984 -0.8005  0.035
C35 -2.9045 2.9580 0.4510  0.042
C36 -2.3011 1.6952 0.7597  -0.238
N3 -1.4717 1.3167 -0.2688  -0.052
C37 0.8549 1.3889 -4.0236  0.044
C38 1.8860 0.5143 -3.8659  0.043
N4 0.7824 -1.9897 -0.5556  -0.075
C39 -0.8178 -4.8161 1.3866  -0.223
C40 0.1118 -5.4523 2.2045  -0.041
C41 -0.1503 -6.7169 2.7010  -0.057
C42 -1.3345 -7.3605 2.3820  -0.058
C43 -2.2564 -6.7391 1.5541  -0.053
C44 -2.0052 -5.4701 1.0639  -0.033
H1 -5.8550 3.1524 5.4453  0.114
H2 -3.5244 3.9046 5.1765  0.113
H3 -2.0773 2.8505 3.4910  0.104
H4 -5.2475 0.2109 2.4044  0.124
H5 -6.7122 1.2833 4.0775  0.116
H6 -3.7325 -1.2785 3.4604  0.119
H7 -2.7111 -3.6375 2.8120  0.125
H8 1.4651 -5.1899 -0.0203  0.123
H9 3.2552 -3.9698 -1.5618  0.111
H10 4.1813 0.7349 -2.1021  0.094
H11 6.5130 0.8014 -2.8263  0.113
H12 7.5456 -1.1805 -3.8663  0.115
H13 6.2066 -3.2281 -4.1806  0.116
H14 3.8613 -3.2985 -3.4894  0.115
H15 -3.4879 2.3518 -3.2116  0.125
H16 -4.5325 3.6648 -5.0017  0.115
H17 -3.1501 5.1519 -6.4115  0.115
H18 -0.7419 5.3963 -5.9348  0.114
H19 0.2944 4.1455 -4.0960  0.118
H20 -2.7601 4.1691 -1.3633  0.129
H21 -3.5864 3.4921 1.0811  0.127
H22 0.6282 1.9836 -4.8837  0.117
H23 2.6482 0.2670 -4.5769  0.132
H24 1.0252 -4.9386 2.4706  0.117
H25 0.5672 -7.1980 3.3462  0.112
H26 -1.5417 -8.3422 2.7770  0.113
H27 -3.1763 -7.2397 1.2945  0.114
H28 -2.7176 -4.9809 0.4147  0.127
C45 1.0044 1.8960 2.7469  -0.146
C46 0.8124 2.8827 1.5802  -0.144
N5 1.1525 2.2412 0.2942  -0.146
C47 2.5711 2.3543 -0.0846  -0.236
C48 3.4967 1.4551 0.7300  -0.364
S1 2.9163 -0.2916 0.7288  0.987
C49 2.7092 -0.6865 2.5059  -0.368
C50 1.2638 -0.5451 3.0037  -0.225
N6 0.5374 0.5530 2.3434  -0.170
H29 0.4661 2.2725 3.6252  0.135
H30 2.0560 1.8448 3.0311  0.106
H31 1.4199 3.7824 1.7559  0.140
H32 -0.2366 3.1985 1.5383  0.112
H33 0.6402 2.7551 -0.4293  0.108
H34 2.9319 3.3904 0.0108  0.140
H35 2.6437 2.0758 -1.1412  0.105
H36 3.6132 1.7946 1.7550  0.076
H37 4.4867 1.4533 0.2716  0.087
H38 3.4193 -0.0731 3.0594  0.087
H39 3.0275 -1.7251 2.6165  0.090
H40 1.3011 -0.3983 4.0940  0.143
H41 0.7177 -1.4777 2.7963  0.116
H42 -0.4440 0.4777 2.6368  0.096

energy above the lowest of the compared OMol25 structures with the same formula, charge and spin	48.7	kJ/mol
spin multiplicity	1
LUMO	-6.67	eV
net charge	+2
Kohn-Sham gap	5.5	eV